Entry 1:
Below is a cluster of 9 separate species, C36H108N9O27P9 in total, with properties calculated with ωB97M-V with the def2-TZVPD basis set.

Geometry (Å):
C  -5.9006  3.7208  -1.4707
O  -4.9514  4.7777  -1.2848
P  -3.4505  4.5432  -0.7173
O  -3.3618  3.5499  0.3649
O  -2.5744  4.0754  -2.0111
C  -1.1925  4.2197  -1.9319
O  -2.9428  6.0994  -0.3491
C  -2.6144  6.9685  -1.3779
H  -6.7855  3.9664  -0.8836
H  -5.5673  2.7202  -1.1951
H  -6.3157  3.7006  -2.4784
H  -0.7123  3.3229  -2.3233
H  -0.7005  4.3640  -0.9700
H  -0.7644  4.9432  -2.6257
H  -2.8772  8.0071  -1.1772
H  -3.1827  6.7324  -2.2775
H  -1.5588  6.8666  -1.6300
C  1.1344  -3.9024  -4.8642
O  1.5707  -4.6909  -3.7627
P  0.6586  -4.9504  -2.3849
O  1.4571  -5.2172  -1.1756
O  -0.3831  -6.1053  -2.9151
C  -0.1738  -7.4878  -2.6944
O  -0.3444  -3.5941  -2.2657
C  -1.2152  -3.5871  -1.1468
H  1.3856  -4.4583  -5.7675
H  1.6057  -2.9197  -4.8514
H  0.0564  -3.7918  -4.9816
H  -1.0996  -8.0581  -2.6191
H  0.4622  -7.6835  -1.8311
H  0.4096  -7.8722  -3.5311
H  -0.9507  -2.7094  -0.5571
H  -1.0532  -4.4299  -0.4747
H  -2.2588  -3.6108  -1.4606
C  -1.8636  -4.7651  5.9453
O  -1.7742  -5.6968  4.8577
P  -0.9820  -5.3792  3.5128
O  0.3170  -4.7383  3.6489
O  -2.1876  -4.6267  2.6153
C  -3.3636  -5.3721  2.2570
O  -0.8941  -6.8278  2.8131
C  -0.4136  -6.9598  1.5311
H  -2.9297  -4.5610  6.0450
H  -1.3122  -3.8346  5.8102
H  -1.5306  -5.1454  6.9110
H  -3.7902  -6.0719  2.9755
H  -3.2566  -5.8518  1.2841
H  -4.1760  -4.6622  2.1017
H  0.3204  -7.7650  1.5599
H  0.2134  -6.1187  1.2354
H  -1.1019  -7.2506  0.7375
C  1.8470  3.8369  1.0617
O  2.4859  4.8686  1.8557
P  1.8654  5.3939  3.2951
O  2.3093  6.7394  3.7572
O  0.2128  5.1855  3.1361
C  -0.5696  5.9503  2.3115
O  2.2338  4.2332  4.3339
C  1.8347  2.9228  4.1051
H  2.5023  2.9780  0.9166
H  1.6531  4.1371  0.0320
H  0.8584  3.4882  1.3601
H  -0.0859  6.8804  2.0131
H  -1.4747  6.2080  2.8615
H  -0.8922  5.3905  1.4337
H  2.4725  2.5170  3.3198
H  0.8200  2.8393  3.7159
H  1.9810  2.3341  5.0107
C  6.3813  2.2850  -4.8570
O  5.3042  2.9343  -4.2221
P  4.1226  2.1434  -3.5078
O  3.5814  0.8927  -4.1454
O  4.5484  1.9735  -1.9271
C  5.6340  1.0817  -1.5071
O  2.9902  3.3615  -3.4374
C  2.3879  3.8004  -4.6204
H  7.3112  2.5852  -4.3742
H  6.4654  2.6151  -5.8925
H  6.3797  1.1950  -4.8581
H  5.3250  0.4650  -0.6631
H  6.4579  1.7266  -1.2014
H  6.0443  0.3780  -2.2313
H  3.0144  3.7789  -5.5121
H  2.1138  4.8340  -4.4093
H  1.5079  3.1736  -4.7656
C  1.8784  -0.4881  -1.4826
O  0.9813  -0.9477  -0.5059
P  0.3405  0.1348  0.6143
O  1.2685  0.8316  1.5444
O  -0.4751  1.2267  -0.3198
C  -1.6613  0.8436  -0.9287
O  -0.8401  -0.7924  1.2479
C  -0.4496  -1.7581  2.1939
H  1.5967  -1.0687  -2.3610
H  2.9115  -0.7434  -1.2470
H  1.8234  0.5774  -1.7054
H  -1.5523  0.9784  -2.0048
H  -2.5271  1.3372  -0.4873
H  -1.9315  -0.2123  -0.9225
H  0.4469  -1.4800  2.7480
H  -0.2446  -2.7647  1.8296
H  -1.3058  -1.8298  2.8647
O  -3.5980  -0.3708  -6.6202
P  -2.8102  0.4934  -5.7048
N  -3.2707  0.3906  -4.0446
C  -4.4555  1.1743  -3.6921
C  -3.2554  -0.9957  -3.4133
N  -2.8124  2.1870  -6.1376
C  -3.6907  2.6206  -7.1423
C  -2.0351  3.2065  -5.5246
N  -1.1391  0.1140  -5.7458
C  -0.5915  -0.5603  -6.9411
C  -0.1783  0.4397  -4.7078
H  -5.2248  0.9553  -4.4326
H  -4.1658  2.2221  -3.7704
H  -4.7533  0.9839  -2.6610
H  -3.7096  -0.9772  -2.4226
H  -2.2098  -1.2971  -3.3496
H  -3.7210  -1.8516  -3.9019
H  -3.8781  1.8950  -7.9338
H  -4.7108  2.8678  -6.8482
H  -3.1526  3.3651  -7.7290
H  -1.0894  3.2886  -6.0604
H  -2.5901  4.1379  -5.4119
H  -1.7336  2.9707  -4.5041
H  -1.2095  -0.3582  -7.8159
H  0.4106  -0.1623  -7.1011
H  -0.5489  -1.6447  -6.8393
H  0.8248  0.6097  -5.0989
H  -0.1315  -0.4365  -4.0610
H  -0.4555  1.3207  -4.1288
O  -3.6444  1.8256  5.9008
P  -3.7017  1.1142  4.5587
N  -4.1478  -0.5294  4.6976
C  -3.9766  -1.5173  3.5843
C  -5.2363  -0.8796  5.6590
N  -2.1895  1.1229  3.7023
C  -1.8568  2.3216  2.9523
C  -0.9762  0.4750  4.3493
N  -4.8936  1.7211  3.5012
C  -6.1413  2.3364  4.0857
C  -5.0013  1.2295  2.1163
H  -3.4944  -2.4359  3.9187
H  -3.3992  -1.0207  2.8045
H  -4.9598  -1.8169  3.2216
H  -6.2405  -0.6342  5.3131
H  -5.0458  -0.6271  6.7021
H  -5.1703  -1.9660  5.7169
H  -1.4942  3.0631  3.6642
H  -1.1172  2.1301  2.1749
H  -2.6721  2.7726  2.3866
H  -0.7211  0.9985  5.2707
H  -1.0122  -0.5877  4.5889
H  -0.1325  0.6699  3.6872
H  -5.9101  2.6458  5.1050
H  -6.3608  3.2374  3.5129
H  -6.9593  1.6163  4.1059
H  -4.1455  0.6444  1.7794
H  -5.0626  2.1384  1.5178
H  -5.7945  0.4842  2.0569
O  6.2097  -1.8872  0.3448
P  5.9030  -1.8893  1.8124
N  5.9930  -0.3099  2.4195
C  7.3049  0.3651  2.2699
C  4.8372  0.5217  2.4313
N  6.9690  -2.8429  2.7983
C  7.4462  -4.1524  2.1908
C  7.0139  -2.7565  4.2051
N  4.3020  -2.5409  2.1274
C  3.5361  -3.3142  1.1257
C  3.7404  -2.7416  3.4898
H  7.3153  1.3142  2.8058
H  7.4756  0.4940  1.2011
H  8.0830  -0.1895  2.7944
H  4.5104  0.9162  1.4692
H  5.0297  1.3940  3.0560
H  4.0180  0.0575  2.9804
H  7.6871  -3.9129  1.1551
H  8.3843  -4.5400  2.5880
H  6.6981  -4.9451  2.2027
H  6.6120  -1.7873  4.5008
H  6.5028  -3.6029  4.6639
H  8.0300  -2.7439  4.5994
H  3.8447  -4.3556  1.0348
H  2.4939  -3.3828  1.4375
H  3.6950  -2.7782  0.1900
H  2.6617  -2.8964  3.4673
H  3.8750  -1.8553  4.1100
H  4.2046  -3.6124  3.9527

Force components x, y, z for each atom (eV/Å):
C -1.0612 -0.0481 0.1947
O 1.7054 -0.1347 -0.0045
P -0.2187 0.9305 -0.2530
O -0.0143 0.9821 -0.2959
O -1.6758 1.1264 0.9855
C 2.6271 -0.7923 -0.9432
O -1.2831 -3.4145 0.8117
C 0.0832 0.6131 -1.9574
H 0.2212 -0.0122 0.4381
H 0.3714 0.2467 0.0840
H 0.7235 0.1523 -0.3316
H -0.2985 -0.5264 0.2022
H -0.7309 0.1571 0.4208
H -0.6384 0.6745 0.0371
H 0.1590 -0.1544 0.6374
H -0.0082 -0.0913 -0.2125
H 0.0572 0.2969 0.1178
C -0.4078 -0.1967 -0.8365
O -1.4725 -0.0392 2.7227
P -0.6139 1.3706 -1.9975
O -0.7052 -0.2424 -0.9652
O 0.2856 1.6143 1.0629
C 1.2421 -0.6860 -0.2119
O 1.9730 -2.5941 -1.1608
C 0.0750 0.0635 0.9134
H 0.5342 0.1394 0.0192
H 0.0451 -0.1108 0.0456
H -0.1751 0.0872 0.7082
H -0.1382 0.4980 0.0125
H -0.2406 0.2031 0.3317
H -0.1825 -0.1426 -0.2193
H -0.3984 0.1762 -0.1157
H 0.0727 -0.2427 -0.0732
H 0.0680 0.2268 -0.1344
C -0.6288 0.5148 0.2857
O 0.9209 -0.3994 -0.2466
P -2.2726 -1.0021 -0.9315
O -0.2442 0.9686 -0.2684
O 1.6053 -0.7624 0.9643
C -0.7575 0.4780 -0.5438
O -1.6625 0.8506 2.2835
C 2.4069 -0.5497 -1.5140
H 0.0720 0.2737 0.0468
H -0.0017 -0.0667 -0.4987
H 0.1956 -0.6864 -0.3753
H 0.7923 -0.1242 0.3507
H 0.4157 -0.2522 0.1288
H 0.2104 0.4230 0.0889
H -0.0212 -0.2696 0.0053
H -0.3338 0.3669 -0.2638
H -0.6505 0.4012 0.3757
C -0.0690 -0.3288 -0.8649
O -1.2547 0.3754 0.9438
P -0.7882 0.1410 -0.2914
O -0.5674 -2.1014 -1.1572
O 3.4781 -1.1215 1.4698
C -1.1762 1.1766 -0.8109
O -0.3343 2.2774 -0.0111
C 0.1576 -1.5227 -0.9728
H 0.0964 0.0594 0.6552
H 0.3518 0.9451 -0.0525
H 0.2356 0.1184 0.8738
H 0.0579 0.0535 -0.1132
H -0.0585 0.0853 -0.0162
H 0.1322 -0.0798 -0.1826
H 0.0794 -0.3599 0.0390
H -0.1218 0.0911 0.3946
H -0.1683 0.1916 0.0157
C 1.4660 -0.1923 -0.5809
O -0.7206 -0.4569 0.2406
P -2.0692 -0.4064 1.0158
O 1.2994 1.8853 0.7308
O -0.4249 -0.1114 -2.0018
C 0.2765 0.3534 0.1897
O 2.8102 -2.0797 1.4759
C -0.7561 0.2215 -0.2721
H -0.0659 0.1036 0.1825
H -0.3073 0.0439 0.0041
H -0.5869 -0.0112 0.1734
H -0.3088 0.2480 -0.0561
H -0.0657 0.0186 0.1059
H -0.5350 0.1849 -0.5433
H 0.2135 -0.1342 0.1154
H -0.2153 -0.0266 -0.2962
H -0.1718 0.2048 -0.4035
C 0.6437 -0.3214 -1.1476
O -1.7089 1.6977 3.0619
P -0.1194 -0.3299 -1.6371
O -0.9602 -1.1204 -1.1071
O 1.9281 -1.3820 2.2982
C -1.5987 -0.9248 -1.5249
O 1.4829 1.4839 -1.5679
C -0.0453 -0.9991 1.4341
H 0.2289 0.2842 -0.2817
H -0.0027 0.0389 0.2762
H -0.2033 0.0431 0.1143
H -0.2941 0.7583 -0.0635
H 0.2053 0.5090 -0.1663
H 0.5898 -0.3763 0.6809
H -0.0848 0.3090 0.0690
H -0.1666 0.1666 -0.7642
H 0.3017 -0.1475 0.1306
O 0.3792 0.9142 0.3083
P 1.6940 0.7025 0.1863
N 0.4721 -1.3208 -0.1222
C 0.6398 0.2534 -0.7797
C 0.8605 0.6536 -0.5737
N -1.0181 -3.3079 1.4189
C -0.6633 -0.1243 -2.2250
C 0.9105 -0.2133 0.9610
N -1.2930 0.1640 -0.4813
C -0.4750 0.4496 0.4347
C -0.3450 -0.6445 0.2381
H -0.6618 0.1481 0.4175
H -0.2754 0.1606 0.0429
H -0.0859 -0.1848 -0.1780
H 0.2331 0.4426 0.0643
H 0.1050 0.0549 0.3533
H -0.5183 0.4749 -0.7934
H 0.2419 -0.6951 0.2842
H 0.0492 0.8005 0.3740
H -0.5074 0.7745 0.2070
H 0.1171 0.7360 -0.2206
H 0.0892 0.1400 -0.4464
H -0.2090 -0.3391 0.1590
H 0.0183 0.0875 0.0569
H 0.0212 -0.1051 -0.1581
H 0.1114 -0.1263 0.1723
H -0.0259 0.0201 -0.2325
H 0.4079 0.1383 0.5974
H -0.1314 -0.1191 0.0482
O -0.5908 -1.3165 -2.2368
P 0.2856 0.3489 0.7944
N 0.5458 -0.2082 0.4989
C -0.4114 1.2410 1.0145
C 1.3541 -1.0715 -0.5492
N -1.3306 -1.8892 0.4853
C -0.0017 0.5544 0.1910
C -0.6267 1.4782 -0.0534
N 0.6391 0.2667 0.9158
C 1.9003 -0.3339 -0.3918
C 0.2278 0.1689 1.0514
H 0.3029 0.0444 0.1476
H 0.0018 -0.3647 -0.0436
H -0.1305 0.1058 -0.3453
H -0.0331 0.3323 0.0654
H 0.0265 0.8889 -0.3108
H -0.3447 -0.2807 -0.1567
H 0.3050 0.4100 -0.2325
H 0.3367 -0.2410 0.2375
H -0.3501 -0.3301 0.4202
H -0.1476 0.0985 0.2668
H -0.6258 0.1317 -0.2809
H -0.1022 -0.2478 -0.2220
H 0.0048 -0.0811 -0.0327
H -0.3725 -0.1094 -0.0926
H -0.1662 0.0793 -0.1944
H 0.4670 0.4762 0.2919
H -0.5034 -0.4582 -0.6007
H -0.6855 0.4210 -0.3796
O -0.1794 -0.6598 1.2557
P -1.0283 -1.0669 0.1122
N 0.8360 -1.5546 0.8286
C -0.7523 -0.4225 0.2625
C -0.7573 0.8774 0.8859
N 0.3205 -0.3688 -2.8908
C -0.3480 1.6557 -0.5387
C 0.0583 0.4377 0.9198
N 0.2374 0.7791 0.4572
C 0.9617 0.6999 -0.0528
C 0.9692 0.3705 -0.5072
H -0.4691 0.1814 -0.2643
H 0.6200 0.1728 0.0972
H 0.0761 -0.4098 -0.5413
H -0.1686 -0.2449 -0.2577
H 0.3294 0.2222 -0.0248
H -0.2035 -0.2730 -0.5638
H -0.2454 -0.1768 -0.1272
H -0.1071 0.3804 0.6434
H -0.1786 0.0347 0.2068
H -0.4090 -0.1982 0.2708
H -0.2866 0.1242 0.3790
H 0.3485 -0.1988 -0.1493
H 0.3822 -0.0823 -0.1009
H -0.0760 0.5037 -0.2322
H -0.4549 -0.4706 -0.2517
H 0.0308 -0.1342 -0.3744
H 0.3638 -0.0285 0.1275
H -0.0969 -0.0289 0.3349

Properties
LUMO = 0.2 eV
E_HOMO = -8.08 eV

***

Entry 2:
Below is a structure of composition C27H26BrN5O2Sc, with properties calculated with ωB97M-V with the def2-TZVPD basis set.

Geometry (Å):
Sc  0.7863  0.4471  0.4655
C  4.1345  0.5763  3.9311
O  4.5224  0.6717  2.5328
C  3.5775  0.4790  1.6580
O  2.4138  0.1762  1.9371
N  4.0179  0.5999  0.3799
N  3.0746  0.4993  -0.6464
H  5.0396  0.7974  4.4832
H  3.7822  -0.4294  4.1415
H  3.3541  1.2991  4.1479
H  4.9532  0.9283  0.1958
H  3.3816  -0.2117  -1.3024
H  2.9961  1.3963  -1.1230
N  1.0710  -1.9130  0.6238
C  -0.1265  -2.6020  0.2170
C  -0.0575  -3.4747  -0.8566
C  -1.2012  -4.1209  -1.3057
C  -2.4081  -3.8974  -0.6592
C  -2.4608  -3.0251  0.4188
C  -1.3319  -2.3476  0.8763
C  -1.4390  -1.3585  1.9934
C  -2.2571  -1.6779  3.0820
C  -2.4306  -0.7819  4.1252
C  -1.7827  0.4462  4.0918
C  -0.9627  0.7538  3.0130
C  -0.7673  -0.1198  1.9371
H  1.8824  -2.3995  0.2572
H  1.1533  -1.9404  1.6393
H  0.8969  -3.6585  -1.3391
H  -1.1454  -4.8035  -2.1431
H  -3.3057  -4.3980  -0.9961
H  -3.4087  -2.8332  0.9073
H  -2.7503  -2.6425  3.1177
H  -3.0616  -1.0453  4.9639
H  -1.9063  1.1528  4.9030
H  -0.4574  1.7178  3.0293
C  1.2585  2.6741  0.6826
C  0.3303  2.8906  -0.3870
C  -1.0514  2.7260  -0.1399
C  -1.9659  2.6928  -1.1824
C  -1.5378  2.7940  -2.4970
C  -0.1878  3.0329  -2.7662
C  0.7216  3.0840  -1.7342
C  -2.4613  2.5924  -3.5845
N  -3.1554  2.3695  -4.4737
H  0.8939  2.9503  1.6720
H  2.2583  3.0790  0.5048
H  -1.4103  2.6394  0.8778
H  -3.0196  2.5559  -0.9720
H  0.1332  3.1669  -3.7914
H  1.7607  3.3159  -1.9496
Br  -2.4285  -1.0367  -5.5006
C  -1.4910  -0.6793  -3.9226
C  -2.1776  -0.4516  -2.7437
C  -1.4440  -0.1599  -1.6080
N  -0.1037  -0.0936  -1.5852
C  0.5352  -0.3232  -2.7422
C  -0.1055  -0.6212  -3.9252
H  -3.2564  -0.4784  -2.7067
H  -1.9436  0.0647  -0.6768
H  1.6118  -0.2552  -2.7149
H  0.4594  -0.7896  -4.8304

Force components x, y, z for each atom (eV/Å):
Sc -0.0992 -0.0605 0.0391
C 0.0444 -0.0468 -0.0938
O 0.1395 0.1034 0.2418
C -0.2907 -0.2212 -0.1767
O 0.2761 0.1334 -0.1019
N -0.0861 -0.0045 0.2552
N 0.0027 0.0781 -0.0538
H -0.0058 -0.0015 0.0152
H 0.0103 -0.0112 0.0169
H -0.0092 0.0368 -0.0162
H 0.0069 0.0237 0.0131
H -0.0382 0.0397 -0.0378
H -0.0054 -0.0805 -0.0614
N 0.0629 -0.0160 0.1615
C 0.0198 0.0080 -0.0085
C -0.1657 -0.0820 -0.0736
C 0.0578 0.0435 0.0529
C 0.0333 0.0447 0.0367
C -0.0997 -0.0187 -0.0719
C 0.0462 0.1915 0.0188
C -0.0787 -0.0686 0.0844
C 0.0409 0.0073 -0.0769
C 0.0479 0.0603 -0.0273
C -0.0037 -0.0828 -0.0322
C -0.0646 0.0272 0.1116
C 0.1112 -0.0905 -0.1895
H 0.0122 0.0329 -0.0604
H -0.0227 0.0518 0.0099
H -0.0055 -0.0034 -0.0079
H 0.0096 0.0122 -0.0032
H -0.0059 0.0066 0.0130
H 0.0144 -0.0202 -0.0260
H 0.0069 0.0109 0.0228
H -0.0032 0.0029 -0.0012
H -0.0159 -0.0139 -0.0009
H -0.0196 -0.0285 -0.0074
C 0.6808 0.0948 0.1860
C -0.5337 0.1358 -0.1154
C -0.1211 0.0315 -0.3338
C -0.0193 0.0428 0.3221
C -0.2077 0.0435 -0.3326
C 0.1278 -0.0445 0.0205
C 0.0516 0.0198 0.0938
C 0.2234 0.1420 0.1152
N -0.0591 -0.0038 0.0340
H -0.0161 0.0054 -0.0281
H -0.0382 -0.0656 0.0566
H 0.0276 0.0161 0.0371
H 0.0034 0.0070 -0.0065
H 0.0094 0.0119 0.0093
H -0.0049 -0.0349 -0.0149
Br 0.0513 -0.0377 0.0228
C -0.2154 -0.0410 -0.0292
C 0.1135 -0.1196 0.0886
C 0.0628 -0.0867 -0.0433
N -0.1490 -0.0320 -0.2374
C -0.1485 -0.0287 0.1264
C 0.1771 0.0522 0.0270
H -0.0091 0.0057 0.0007
H -0.0726 -0.1653 0.0979
H 0.1352 -0.0122 -0.0700
H 0.0075 -0.0005 0.0087

Properties
Relative energy (zero: lowest compared OMol25 entry of this formula, charge and spin) = 0.081 eV
LUMO = -2.8 eV
E_HOMO = -10.48 eV
Net charge = +1

***

Entry 3:
Below is a structure of composition C5H7N3, with properties calculated with ωB97M-V with the def2-TZVPD basis set.

Geometry (Å):
C  1.1010  -0.3152  -0.4060
C  0.7943  1.1293  0.0499
C  -1.9001  0.6984  0.1164
C  -2.2496  -0.6011  0.1194
C  -0.2925  -0.6305  -0.3053
H  2.5181  -1.5621  -0.3729
H  2.0614  -0.6455  1.3520
H  1.3866  -0.2364  -1.4345
H  1.1707  1.9117  -0.7655
H  0.7852  1.2820  1.2642
H  -2.5859  1.3962  0.2802
H  -3.3139  -1.0484  -0.0005
N  2.3299  -0.6099  0.3074
N  -0.6444  0.7644  -0.2253
N  -1.1606  -1.5331  0.0204

Force components x, y, z for each atom (eV/Å):
C 3.8633 3.5505 0.6326
C -1.9128 1.5882 -0.0566
C -1.3694 -2.0518 0.2685
C -3.1850 -3.6468 0.3304
C -0.3558 0.5075 1.3529
H 0.4506 2.3365 4.0961
H 1.0134 -1.2335 -2.1002
H 0.1878 -0.1682 -0.8947
H -0.5793 -1.0663 2.6825
H 1.0247 0.0660 -3.2263
H -2.3103 3.4140 0.3694
H 1.9517 1.0838 0.8038
N -0.7028 -4.3290 -1.7026
N 2.7222 -2.9427 -1.2644
N -0.7982 2.8920 -1.2914

Properties
Relative energy (zero: lowest compared OMol25 entry of this formula, charge and spin) = 5.447 eV
LUMO = 0.7 eV
E_HOMO = -8.36 eV

***

The lowest E_HOMO belongs to which entry? C27H26BrN5O2Sc

***

The highest E_HOMO belongs to which entry? C36H108N9O27P9

***

Among the records above, which one has the lowest LUMO? C27H26BrN5O2Sc